## P
Molecular formula: CH3Br2N
Method: DFT, ωB97M-V/def2-TZVPD

```
! RIJCOSX wB97M-V def2-TZVPD def2/J DEFGRID3
* xyz 0 1
C 1.352 0.523 0.290
N 1.009 -0.657 0.602
Br 1.562 -2.132 -0.404
H 1.902 0.828 -0.529
H 0.919 1.303 0.871
Br -3.070 -0.626 -0.282
H -3.673 0.761 -0.548
*
```

Values from the calculation:
* structure (SMILES): C=NBr.Br
* HOMO energy: -9.84 eV

## Q
Molecular formula: CH3Br2N
Method: DFT, ωB97M-V/def2-TZVPD

```
! RIJCOSX wB97M-V def2-TZVPD def2/J DEFGRID3
* xyz 0 1
C -0.652 0.158 -0.093
N 0.168 -0.733 -0.719
Br 2.126 1.466 0.320
Br 0.646 -2.239 -0.113
H -1.396 -0.259 0.727
H 0.128 0.764 0.595
H -1.019 0.844 -0.717
*
```

Values from the calculation:
* HOMO energy (spin up / spin down): -9.06 / -9.05 eV

Verdict on stability: Q comes out at the bottom.

## P
Molecular formula: C3H10N3
Method: DFT, ωB97M-V/def2-TZVPD

```
! RIJCOSX wB97M-V def2-TZVPD def2/J DEFGRID3
* xyz 1 1
C 1.776 1.000 -0.101
N 0.536 0.397 -0.184
C 0.676 -1.106 -0.250
N -0.443 0.564 0.891
C -1.889 0.275 0.550
N -2.159 -0.500 -0.455
H 1.695 2.060 -0.125
H 2.389 0.722 0.750
H 2.480 0.501 -0.813
H -0.219 -1.636 0.090
H 0.945 -1.211 -1.384
H 1.507 -1.632 0.214
H -0.199 1.535 1.191
H -2.550 0.634 1.340
H -3.082 -1.054 -0.514
H -1.465 -0.548 -1.199
*
```

Values from the calculation:
* structure (SMILES): CN(C)/[NH+]=C\N
* HOMO energy: -13.29 eV

## Q
Molecular formula: C3H10N3
Method: DFT, ωB97M-V/def2-TZVPD

```
! RIJCOSX wB97M-V def2-TZVPD def2/J DEFGRID3
* xyz 1 1
C -1.709 -0.045 -0.428
C 1.505 1.236 0.255
C 1.192 -1.261 0.187
N -0.599 0.192 0.189
N -2.868 -0.216 0.235
N 0.678 0.166 -0.326
H -1.744 -0.223 -1.511
H 1.890 1.138 1.335
H 2.445 1.464 -0.344
H 1.036 2.277 0.194
H 0.985 -1.973 -0.614
H 2.232 -1.228 0.451
H 0.577 -1.512 1.100
H -3.785 -0.178 -0.240
H -2.565 -0.170 1.242
H 0.732 0.334 -1.725
*
```

Values from the calculation:
* HOMO energy: -13.93 eV

Verdict on stability: Q comes out at the bottom.

## P
Molecular formula: C3H10N3
Method: DFT, ωB97M-V/def2-TZVPD

```
! RIJCOSX wB97M-V def2-TZVPD def2/J DEFGRID3
* xyz 1 1
C -0.276 1.764 0.342
N -1.399 0.890 0.506
N -0.867 -0.447 0.698
C -0.011 -0.836 -0.282
C 1.279 -1.521 0.006
N -0.449 -0.576 -1.475
H -0.438 2.810 0.505
H 0.483 1.423 1.017
H 0.222 1.675 -0.640
H -1.946 1.225 1.297
H -0.459 -0.758 1.612
H 1.891 -0.708 0.504
H 1.736 -1.830 -0.999
H 1.208 -2.525 0.547
H 0.174 -0.672 -2.266
H -1.150 0.086 -1.372
*
```

Values from the calculation:
* structure (SMILES): CNNC(C)=[NH2+]
* HOMO energy: -14.42 eV

## Q
Molecular formula: C3H10N3
Method: DFT, ωB97M-V/def2-TZVPD

```
! RIJCOSX wB97M-V def2-TZVPD def2/J DEFGRID3
* xyz 1 1
C -0.621 2.063 -0.132
N 0.406 1.235 0.596
C 0.001 -0.318 0.534
N 0.988 -1.207 0.967
C 0.414 -1.270 -0.512
N -0.348 -2.216 -1.094
H -0.683 1.683 -1.174
H -1.598 1.937 0.415
H -0.446 3.162 -0.196
H 0.564 1.266 1.567
H 1.241 1.550 0.163
H -0.879 -0.375 1.139
H 0.769 -1.865 1.676
H 1.384 -0.893 -1.006
H 0.042 -2.797 -1.750
H -1.235 -1.955 -1.193
*
```

Values from the calculation:
* structure (SMILES): C[NH2+][C@@H]1N[C@H]1N
* HOMO energy: -13.67 eV

## R
Molecular formula: C3H10N3
Method: DFT, ωB97M-V/def2-TZVPD

```
! RIJCOSX wB97M-V def2-TZVPD def2/J DEFGRID3
* xyz 1 1
C -1.008 -1.891 0.903
C 0.111 -0.849 0.859
N -0.352 0.154 -0.008
C 0.348 1.034 -0.673
N -0.056 1.905 -1.622
N 1.704 1.125 -0.356
H -1.527 -2.459 0.101
H -0.697 -2.787 1.544
H -1.975 -1.350 1.231
H 0.949 -1.456 0.419
H 0.196 -0.458 1.832
H -1.365 0.228 -0.057
H -1.055 2.169 -1.793
H 0.649 2.108 -2.414
H 1.913 2.054 -0.255
H 2.166 0.473 0.288
*
```

Values from the calculation:
* structure (SMILES): CCNC(N)=[NH2+]
* HOMO energy: -15.05 eV

Verdict on stability: Q comes out at the bottom.

## P
Molecular formula: C3H8N2
Method: DFT, ωB97M-V/def2-TZVPD

```
! RIJCOSX wB97M-V def2-TZVPD def2/J DEFGRID3
* xyz 0 1
C -2.207 -2.581 0.513
C -2.177 -1.240 0.559
N -2.007 -0.453 -0.573
H -2.170 -2.965 -0.515
H -2.627 -3.228 1.274
H -1.971 -0.796 1.539
H -2.086 -0.606 -1.565
H -2.220 0.533 -0.529
C 2.684 2.349 -0.224
N 3.796 1.782 0.002
H 2.460 2.819 -1.185
H 1.911 2.245 0.537
H 4.371 1.434 -0.768
*
```

Values from the calculation:
* structure (SMILES): C=CN.C=N
* HOMO energy: -8.14 eV

## Q
Molecular formula: C3H8N2
Method: DFT, ωB97M-V/def2-TZVPD

```
! RIJCOSX wB97M-V def2-TZVPD def2/J DEFGRID3
* xyz 0 1
C 1.568 2.373 -0.184
N 0.578 2.113 -0.947
C 0.721 2.842 -2.164
H 1.939 1.781 0.661
H 1.735 3.373 0.110
H -0.019 2.730 -2.953
H 1.798 2.653 -2.526
H 0.756 3.907 -1.851
C -2.179 -4.271 2.060
N -1.055 -4.371 1.308
H -3.111 -4.266 1.468
H -2.463 -4.452 3.042
H -0.268 -4.411 1.977
*
```

Values from the calculation:
* structure (SMILES): C=NC.C=N
* HOMO energy: -9.02 eV

Verdict on stability: Q comes out at the bottom.

## P
Molecular formula: C3H8N2
Method: DFT, ωB97M-V/def2-TZVPD

```
! RIJCOSX wB97M-V def2-TZVPD def2/J DEFGRID3
* xyz 0 1
N 0.366 -0.231 1.894
C 0.749 -0.343 0.547
C -0.099 0.469 -0.307
C -1.278 -0.103 -1.124
N -0.022 0.311 -1.831
H 0.584 -1.218 2.328
H 1.097 0.574 2.458
H 1.886 -0.149 0.248
H 0.653 -1.339 0.178
H -0.354 1.423 0.046
H -1.388 -1.260 -1.125
H -2.197 0.523 -1.237
H 0.003 1.343 -2.074
*
```

Values from the calculation:
* structure (SMILES): NC[C@@H]1CN1
* HOMO energy: -9.39 eV

## Q
Molecular formula: C3H8N2
Method: DFT, ωB97M-V/def2-TZVPD

```
! RIJCOSX wB97M-V def2-TZVPD def2/J DEFGRID3
* xyz 0 1
C -0.143 1.777 -0.198
C -0.020 0.295 -0.174
C 0.766 -0.376 0.956
N -0.650 -0.357 -1.078
N -0.491 -1.742 -1.077
H -0.670 2.076 -1.113
H -0.753 2.039 0.667
H 0.839 2.306 -0.053
H 1.616 -1.050 0.607
H 0.074 -1.038 1.507
H 1.205 0.362 1.638
H -1.361 -2.098 -1.511
H -0.412 -2.194 -0.169
*
```

Values from the calculation:
* structure (SMILES): CC(C)=NN
* HOMO energy: -8.73 eV

Verdict on stability: P comes out at the bottom.

## P
Molecular formula: C3H8N2
Method: DFT, ωB97M-V/def2-TZVPD

```
! RIJCOSX wB97M-V def2-TZVPD def2/J DEFGRID3
* xyz 0 1
C 1.309 -0.627 -0.439
C 0.673 0.440 0.447
C -0.512 1.161 -0.170
N -1.657 0.600 -0.479
N -1.811 -0.883 -0.065
H 0.522 -1.197 -0.743
H 2.091 -1.231 -0.102
H 2.035 -0.152 -1.268
H 0.623 0.158 1.526
H 1.450 1.136 0.511
H -0.283 2.265 -0.589
H -2.749 -0.934 0.235
H -1.691 -0.736 1.135
*
```

Values from the calculation:
* structure (SMILES): CC/C=N\N
* HOMO energy: -9.69 eV

## Q
Molecular formula: C3H8N2
Method: DFT, ωB97M-V/def2-TZVPD

```
! RIJCOSX wB97M-V def2-TZVPD def2/J DEFGRID3
* xyz 0 1
N 1.369 0.878 -0.269
C 0.824 -0.421 -0.419
C -0.533 -0.571 -1.096
C -0.532 -0.396 0.380
N -0.992 0.852 0.938
H 1.440 1.127 0.944
H 2.413 0.870 -0.724
H 1.513 -1.219 -0.399
H -0.808 -1.628 -1.222
H -0.894 0.246 -1.670
H -0.860 -1.352 0.824
H -2.025 0.817 0.728
H -0.915 0.798 1.986
*
```

Values from the calculation:
* structure (SMILES): N[C@@H]1C[C@@H]1N
* HOMO energy: -8.42 eV

## R
Molecular formula: C3H8N2
Method: DFT, ωB97M-V/def2-TZVPD

```
! RIJCOSX wB97M-V def2-TZVPD def2/J DEFGRID3
* xyz 0 1
H -2.409 1.937 -0.075
N -2.046 1.284 0.613
C -1.388 0.320 0.095
N -0.773 -0.603 0.985
H -1.606 -0.129 -0.882
H -1.158 -1.542 0.946
H -0.825 -0.267 1.939
C 1.722 0.082 0.023
C 1.285 -0.312 -1.215
H 2.805 -0.041 0.057
H 1.630 0.490 1.018
H 1.844 0.081 -2.057
H 0.919 -1.300 -1.448
*
```

Values from the calculation:
* structure (SMILES): [H]/N=C/N.C=C
* HOMO energy (spin up / spin down): -7.96 / -7.97 eV

Verdict on stability: R comes out at the bottom.